Here is 2 unconnected molecules or ions with the total composition C5H12N2O at a distorted geometry from the OMol25 dataset. Energies are from wB97M-V/def2-TZVPD.

Summary:
**2S+1**: 2
**HOMO energy (alpha / beta)**: -13.3 / -13.2 eV
**HOMO-LUMO gap (alpha / beta)**: 8.69 / 5.60 eV
**LUMO (alpha / beta)**: -4.61 / -7.64 eV
**Net charge**: +1

Geometry (Å):
C 1.1975 -0.5774 1.0832
C 0.3190 0.5294 1.8023
C -0.9612 0.7796 1.1759
C -1.0645 1.6042 0.0704
N -2.1812 1.6238 -0.6799
C -2.4764 1.1981 -1.8233
N 1.5530 -0.3361 -0.2993
H 0.6855 -1.5154 1.1848
H 2.1376 -0.6200 1.6153
H 0.3506 0.2841 2.8535
H 0.9526 1.4193 1.8299
H -1.8394 0.2125 1.4978
H -0.3077 2.3136 -0.2356
H -1.8546 0.5873 -2.4882
H -3.4514 1.4464 -2.2109
H 0.7798 -0.0412 -0.8720
H 2.4301 0.1415 -0.4149
H 1.7181 -3.1694 -0.7791
H 0.6073 -2.6733 -1.6087
O 1.4053 -3.2068 -1.7012

---

Here is a gas-phase ion, C3H7N2O3 (charge +1) at a distorted geometry from the OMol25 dataset. Energies are from wB97M-V/def2-TZVPD.

Summary:
**2S+1**: 1
**HOMO energy**: -12.7 eV
**HOMO-LUMO gap**: 8.12 eV
**LUMO**: -4.57 eV
**Net charge**: +1

Geometry (Å):
C 1.3874 -0.8214 -0.5588
C 0.0043 1.1978 -0.6746
C -1.5531 -0.4920 0.2021
N -1.2597 0.6774 -0.3115
N 1.1185 0.4120 -0.2069
O 2.2945 -1.5802 -0.0012
O -2.8105 -0.7580 0.5481
O 1.7050 1.1218 0.9974
H -0.1045 1.2888 -1.7516
H 0.2672 2.2069 -0.3587
H -0.6174 -0.9171 0.5388
H -2.0236 1.3916 -0.2882
H 2.3471 -2.4702 -0.4475
H -2.9676 -1.7249 0.8071
H 2.2126 0.4673 1.5055

---

Here is a molecular structure, C16H26AsGe2S4V at a distorted geometry from the OMol25 dataset. Energies are from wB97M-V/def2-TZVPD.

Summary:
**2S+1**: 3
**HOMO energy (alpha / beta)**: -8.7 / -8.4 eV
**HOMO-LUMO gap (alpha / beta)**: 7.14 / 5.63 eV
**LUMO (alpha / beta)**: -1.53 / -2.81 eV

Geometry (Å):
V 1.2162 -2.3356 0.7074
S 5.2483 -2.2928 1.4862
As 3.5088 -3.5819 1.5184
S 2.5726 -3.6026 -0.5165
S 1.9024 -2.7068 2.7926
S 4.4257 -5.3027 2.1722
C -0.5136 -2.5307 -3.0250
C -1.3811 -3.1132 -1.9147
Ge -1.1749 -2.1972 -0.1720
C -2.3868 -3.0345 1.1488
C -2.3184 -2.3912 2.5305
C -1.7007 -0.3199 -0.2982
C -0.8515 0.6906 -0.0614
Ge 1.0519 0.1636 0.1534
C 2.0324 0.1855 -1.5788
C 2.0106 1.4786 -2.3899
C 2.0502 1.1237 1.5726
C 2.2205 2.6381 1.4800
C -1.3234 2.0895 0.0168
C -2.5670 2.3947 0.5742
C -3.0205 3.7023 0.6269
C -2.2402 4.7366 0.1268
C -0.9964 4.4505 -0.4144
C -0.5408 3.1411 -0.4575
H -0.7071 -3.0133 -3.9845
H 0.5503 -2.6595 -2.8081
H -0.6928 -1.4602 -3.1500
H -1.1720 -4.1762 -1.7764
H -2.4406 -3.0377 -2.1780
H -2.1715 -4.1036 1.2057
H -3.3939 -2.9452 0.7299
H -1.3263 -2.5054 2.9758
H -3.0351 -2.8398 3.2202
H -2.5288 -1.3207 2.4806
H -2.7469 -0.0852 -0.5083
H 1.6307 -0.6287 -2.1869
H 3.0612 -0.1032 -1.3451
H 0.9952 1.7454 -2.6861
H 2.5997 1.3731 -3.3032
H 2.4269 2.3197 -1.8317
H 3.0307 0.6371 1.6025
H 1.5744 0.8583 2.5204
H 2.7019 2.9393 0.5473
H 2.8455 2.9967 2.3003
H 1.2651 3.1588 1.5383
H -3.1758 1.6017 0.9908
H -3.9846 3.9184 1.0694
H -2.5951 5.7579 0.1705
H -0.3718 5.2468 -0.7993
H 0.4362 2.9399 -0.8724

---

Here is 3 unconnected molecules or ions with the total composition C5H13NO2 from the OMol25 dataset. Energies are from wB97M-V/def2-TZVPD.

Summary:
**2S+1**: 1
**HOMO energy**: -8.2 eV
**HOMO-LUMO gap**: 8.65 eV
**LUMO**: 0.42 eV
**SMILES string**: C=C/C(C)=C/N.O.O

Geometry (Å):
C 0.8851 2.3671 -0.1178
N 1.4214 0.5233 -2.2689
C 0.3448 0.2994 -1.3958
C 0.0442 1.1314 -0.3939
C -0.9643 0.7735 0.6197
C -2.2171 0.4529 0.3217
H 1.8913 2.0982 0.2150
H 0.4561 2.8637 0.7388
H 0.8382 3.0866 -0.9332
H 2.3184 0.7136 -1.8585
H 1.3910 0.0374 -3.1435
H -0.1736 -0.6498 -1.5134
H -0.5959 0.7617 1.6462
H -2.5305 0.5730 -0.6974
H -2.9936 0.0157 0.9338
H -2.3969 -2.9010 0.3866
H -0.8481 -3.1464 0.2733
O -1.7095 -3.5623 0.2849
H 1.6621 -1.8355 1.5168
H 1.1953 -1.8759 2.9600
O 1.9817 -1.7265 2.4255

---

Here is a molecular structure, C24H31CsN6O2S2 from the OMol25 dataset. Energies are from wB97M-V/def2-TZVPD.

Summary:
**2S+1**: 1
**HOMO energy**: -7.1 eV
**HOMO-LUMO gap**: 7.05 eV
**LUMO**: -0.02 eV

Geometry (Å):
Cs 0.2521 0.9552 -0.4901
O 4.3953 0.6142 2.0986
C 3.5334 0.8410 1.2216
N 2.3672 1.4500 1.3602
C 2.1787 1.8777 2.7274
C 0.7604 2.1801 3.1489
C 0.5496 2.5338 4.4884
C -0.7228 2.7997 4.9390
C -1.7827 2.7077 4.0412
C -1.4880 2.3538 2.7426
N -0.2548 2.1013 2.2915
C 3.9244 0.3665 -0.1760
C 5.2883 0.3738 -0.4802
C 5.7145 -0.0879 -1.7066
C 4.7713 -0.5819 -2.6010
C 3.4470 -0.5669 -2.2152
N 3.0166 -0.0942 -1.0398
H 2.7729 2.7800 2.9432
H 2.5719 1.1331 3.4324
H 1.4006 2.5875 5.1562
H -0.8957 3.0737 5.9723
H -2.8025 2.9051 4.3421
H -2.2863 2.2723 2.0085
H 5.9741 0.7290 0.2746
H 6.7665 -0.0795 -1.9634
H 5.0559 -0.9745 -3.5679
H 2.6780 -0.9495 -2.8804
C -2.8598 -2.7864 -4.3402
O -3.0957 -1.9648 -3.1879
C -2.7602 -2.4425 -1.9888
S -2.1033 -3.9150 -1.7131
S -3.1472 -1.2259 -0.8034
H -3.1200 -2.1599 -5.1884
H -3.4885 -3.6738 -4.3032
H -1.8149 -3.0893 -4.3781
N -2.2581 -3.0616 1.7626
C -0.7939 -3.1070 1.7049
C -0.2775 -1.6979 1.9592
N -0.7370 -1.1389 3.2211
C -2.1798 -1.2414 3.3670
C -2.7224 -2.6385 3.0841
H -2.6508 -3.9565 1.5008
H -2.7667 -1.9709 0.2962
H -0.4953 -3.4590 0.7159
H -0.3839 -3.7955 2.4588
H -0.6665 -1.0787 1.1437
H 0.8119 -1.6514 1.9142
H -0.2644 -1.5868 3.9969
H -2.6360 -0.5346 2.6634
H -2.4637 -0.9190 4.3698
H -3.8144 -2.6310 3.0927
H -2.3806 -3.3302 3.8694
N -2.1127 2.9075 -2.3066
C -1.2062 2.2825 -3.1673
C -1.4868 1.0238 -3.6996
C -0.5211 0.3451 -4.4268
C 0.7303 0.9045 -4.6448
C 1.0005 2.1674 -4.1373
C 0.0436 2.8569 -3.4085
H -2.0183 3.9082 -2.2428
H -3.0693 2.6087 -2.4068
H -2.4515 0.5645 -3.5157
H -0.7512 -0.6364 -4.8226
H 1.4834 0.3677 -5.2057
H 1.9703 2.6198 -4.3004
H 0.2718 3.8354 -3.0008

---

Here is 2 unconnected molecules or ions with the total composition CH5N2S2 at a distorted geometry from the OMol25 dataset. Energies are from wB97M-V/def2-TZVPD.

Summary:
**2S+1**: 3
**HOMO energy (alpha / beta)**: -13.6 / -12.8 eV
**HOMO-LUMO gap (alpha / beta)**: 9.91 / 5.15 eV
**LUMO (alpha / beta)**: -3.66 / -7.67 eV
**Net charge**: +1

Geometry (Å):
C 0.5689 0.4319 -0.3520
N 1.4970 0.3404 0.5603
N 0.5223 1.5014 -1.1813
S -2.8418 -3.0935 1.0304
S -0.7544 -0.7221 -0.4355
H 2.1286 1.2228 0.5617
H 1.6362 -0.5761 0.9619
H 1.2491 2.1914 -1.1474
H -0.1745 1.4915 -1.9978
H -3.8314 -2.7878 1.9997

---

> What is the 2S+1 in the fifth record?

1